[1]
The following is a quantum chemistry calculation of a structure of composition C42H42CeF2N5O3SSi at a distorted geometry, from the OMol25 dataset.

Element x y z (Å)
Ce (-0.2301, -0.1859, 0.6752)
C (0.2272, 4.0277, -5.4086)
C (1.5560, 3.2803, -5.4029)
C (1.6968, 2.4208, -6.6477)
C (2.9959, 1.6313, -6.6054)
C (2.9946, 0.7464, -5.3880)
C (3.6308, -0.4693, -5.3761)
C (3.6342, -1.2531, -4.2222)
F (4.2848, -2.4180, -4.2543)
C (3.0044, -0.8594, -3.0831)
C (2.3435, 0.3805, -3.0728)
C (1.6760, 0.8050, -1.8571)
O (1.5704, -0.0035, -0.8726)
C (1.1961, 2.1368, -1.8611)
C (1.2337, 2.8709, -3.0152)
N (1.6922, 2.4224, -4.1848)
C (2.3325, 1.1860, -4.2212)
C (0.5951, 2.8158, -0.6484)
O (0.6465, 4.0221, -0.5786)
O (0.0478, 2.0069, 0.2124)
H (0.0577, 4.4360, -6.4042)
H (0.2049, 4.8601, -4.7058)
H (-0.5958, 3.3481, -5.1708)
H (2.3755, 4.0016, -5.3892)
H (1.6653, 3.0739, -7.5184)
H (0.8454, 1.7354, -6.7121)
H (3.8378, 2.3279, -6.5460)
H (3.1300, 1.0336, -7.5059)
H (4.1459, -0.8282, -6.2606)
H (3.0048, -1.4678, -2.1891)
H (0.8597, 3.8850, -2.9794)
C (-2.1986, -2.6911, -3.0466)
Si (-2.6001, -1.3529, -1.8063)
C (-1.5485, 0.1348, -2.3101)
C (-4.3850, -0.8582, -2.0106)
N (-2.1330, -1.6563, -0.1528)
C (-2.7192, -2.5846, 0.6392)
C (-3.5820, -3.6206, 0.1825)
C (-4.1839, -4.5073, 1.0463)
C (-3.9546, -4.4312, 2.4218)
C (-3.0895, -3.4587, 2.9171)
C (-2.5043, -2.5906, 2.0368)
F (-1.6613, -1.6640, 2.5471)
H (-2.1388, -2.2458, -4.0441)
H (-2.9614, -3.4757, -3.0773)
H (-1.2372, -3.1709, -2.8314)
H (-2.0403, 0.6947, -3.1092)
H (-0.5752, -0.1866, -2.6925)
H (-1.4006, 0.8516, -1.4930)
H (-4.6178, -0.7598, -3.0753)
H (-4.5842, 0.1020, -1.5226)
H (-5.0726, -1.5960, -1.5810)
H (-3.7537, -3.7094, -0.8872)
H (-4.8365, -5.2746, 0.6505)
H (-4.4362, -5.1233, 3.0998)
H (-2.8552, -3.3822, 3.9722)
C (1.2472, -4.4828, 2.2627)
C (2.1424, -4.1581, 3.2756)
C (2.4954, -2.8311, 3.4689)
C (1.9327, -1.8395, 2.6668)
C (0.9820, -2.1259, 1.6800)
C (0.6731, -3.4762, 1.4988)
C (2.4208, -0.4429, 2.7860)
C (3.8120, -0.2173, 2.9075)
C (4.2772, 1.0607, 2.9680)
C (3.3679, 2.1434, 2.9335)
C (3.7857, 3.4912, 3.0350)
C (2.8650, 4.5003, 3.0232)
C (1.4921, 4.1993, 2.8970)
C (1.0630, 2.9077, 2.7941)
C (1.9950, 1.8470, 2.8056)
N (1.5416, 0.5463, 2.7117)
H (0.9938, -5.5189, 2.0721)
H (2.5678, -4.9326, 3.9014)
H (3.1861, -2.5620, 4.2601)
H (-0.0463, -3.7644, 0.7321)
H (4.4793, -1.0680, 2.9168)
H (5.3391, 1.2666, 3.0381)
H (4.8452, 3.7030, 3.1191)
H (3.1858, 5.5300, 3.1139)
H (0.7723, 5.0087, 2.8666)
H (0.0125, 2.6834, 2.6683)
C (-4.7617, 0.1905, 3.8908)
N (-3.4080, 0.3972, 4.3713)
C (-2.9607, -0.2492, 5.6083)
C (-1.4551, 0.0528, 5.6388)
N (-1.2441, 0.6957, 4.3420)
C (-2.3691, 0.7838, 3.6172)
S (-2.4579, 1.3588, 2.0241)
H (-4.9819, -0.8800, 3.8261)
H (-4.8624, 0.6347, 2.9055)
H (-5.4760, 0.6557, 4.5692)
H (-3.1733, -1.3205, 5.5606)
H (-3.4850, 0.1588, 6.4694)
H (-0.8477, -0.8454, 5.7354)
H (-1.2000, 0.7333, 6.4479)
H (-0.3359, 0.7536, 3.9119)

Calculated values
Highest occupied orbital energy (spin up / spin down) (eV): -9.60 / -9.60
E_tot (Eh): -3487.7234
F_max (eV/Å): 2.5
Charge: +1
Lowest unoccupied orbital energy (spin up / spin down) (eV): -4.06 / -4.08
M (g mol⁻¹): 903.095



[2]
The following is a quantum chemistry calculation of a structure of composition C42H42O3P2Sn at a distorted geometry, from the OMol25 dataset.

Element x y z (Å)
Sn (1.7579, -1.4368, -0.7062)
C (-2.7967, 0.3140, 0.6468)
C (-3.0780, 0.0798, -0.6413)
C (-3.2515, 1.1146, -1.7150)
C (-1.9390, 1.5427, -2.4219)
C (-0.9854, 2.2855, -1.5515)
C (-1.1578, 2.7438, -0.3103)
C (-2.4186, 2.8986, 0.4840)
C (-2.7114, 1.6452, 1.3406)
C (3.1087, 0.3400, -0.6734)
H (-2.6717, -0.5325, 1.3323)
H (-3.2383, -0.9361, -1.0160)
H (-3.7653, 2.0219, -1.3722)
H (-3.8929, 0.6972, -2.5076)
H (-1.4353, 0.6870, -2.9006)
H (-2.2267, 2.1811, -3.2732)
H (0.0047, 2.4007, -1.9978)
H (-0.2682, 3.1333, 0.2460)
H (-3.2885, 3.2631, -0.0709)
H (-2.1449, 3.6521, 1.2421)
H (-1.8586, 1.5522, 2.0328)
H (-3.5990, 1.8191, 1.9819)
H (3.5600, 0.5436, 0.3181)
H (2.4486, 1.1544, -1.0307)
H (3.9122, 0.1915, -1.4047)
P (0.1186, -2.2225, -8.9089)
P (2.0248, 0.2518, -9.2881)
C (-0.5706, -0.6507, -9.4834)
C (0.2873, 0.3495, -9.8143)
C (-0.6326, -3.3792, -10.1426)
C (-1.7699, -3.0730, -10.9013)
C (-2.3307, -4.0303, -11.7524)
C (-1.7227, -5.2788, -11.9124)
C (-0.5331, -5.5580, -11.2240)
C (0.0105, -4.6159, -10.3470)
C (-0.9197, -2.3885, -7.3936)
C (-0.6161, -1.4871, -6.3493)
C (-1.3776, -1.5063, -5.1805)
C (-2.4378, -2.4143, -5.0480)
C (-2.7282, -3.3073, -6.0851)
C (-1.9617, -3.3174, -7.2580)
C (2.7377, 0.9841, -10.8655)
C (2.6314, 0.2002, -12.0291)
C (3.0023, 0.7243, -13.2685)
C (3.5104, 2.0287, -13.3496)
C (3.6680, 2.7956, -12.1876)
C (3.3094, 2.2607, -10.9462)
C (2.1013, 1.7122, -8.1780)
C (3.2501, 1.8363, -7.3665)
C (3.4319, 2.9922, -6.6045)
C (2.4540, 3.9992, -6.6060)
C (1.2740, 3.8200, -7.3312)
C (1.0702, 2.6590, -8.0865)
H (-1.6584, -0.5668, -9.5344)
H (0.0067, 1.2143, -10.4290)
H (-2.2185, -2.0854, -10.8399)
H (-3.2445, -3.7880, -12.2983)
H (-2.1636, -6.0227, -12.5829)
H (-0.0324, -6.5152, -11.3792)
H (0.9389, -4.8315, -9.8182)
H (0.1997, -0.7612, -6.4644)
H (-1.1430, -0.8205, -4.3666)
H (-3.0293, -2.4357, -4.1322)
H (-3.5500, -4.0167, -5.9923)
H (-2.1754, -4.0232, -8.0681)
H (2.2149, -0.8047, -11.9613)
H (2.8815, 0.1174, -14.1695)
H (3.7703, 2.4497, -14.3237)
H (4.0573, 3.8160, -12.2469)
H (3.4330, 2.8617, -10.0439)
H (4.0042, 1.0419, -7.3688)
H (4.3444, 3.1183, -6.0244)
H (2.6120, 4.9164, -6.0353)
H (0.4985, 4.5872, -7.3291)
H (0.1326, 2.5104, -8.6239)
O (0.4915, 1.7787, 3.0595)
C (0.6821, 0.7749, 3.9447)
C (0.3497, 0.9864, 5.2992)
C (0.1671, -0.0980, 6.1469)
C (0.3955, -1.3867, 5.6488)
C (0.8401, -1.6059, 4.3381)
C (1.0710, -0.5213, 3.4882)
C (1.2827, -0.7445, 2.0274)
O (2.0320, -1.6946, 1.5934)
O (0.7053, 0.0480, 1.2044)
H (0.5973, 1.3511, 2.1427)
H (0.1601, 1.9958, 5.6659)
H (-0.0709, 0.0720, 7.2055)
H (0.2171, -2.2474, 6.2961)
H (1.0217, -2.6244, 3.9763)

Calculated values
Highest occupied orbital energy (eV): -7.73
E_tot (Eh): -2748.2850
F_max (eV/Å): 2.2
Charge: 0
Lowest unoccupied orbital energy (eV): -0.78
M (g mol⁻¹): 775.454
ΔE to the lowest compared entry with this formula, charge and spin (eV): 0.046



Question: The highest charge belongs to which entry?
Answer: C42H42CeF2N5O3SSi